DFT (ωB97M-V with the def2-TZVPD basis set) results for C24H29NO3 as an isolated structure at a distorted geometry.

```
57
Properties=species:S:1:pos:R:3
O -0.742 -3.250 1.325
O 4.146 -0.391 -1.314
O -0.249 -3.479 -1.465
N -0.672 2.158 -0.519
C 0.915 -2.109 1.525
C 0.429 2.786 -1.802
C 3.392 -0.369 -0.225
C 0.438 -2.673 -0.693
C -1.614 -4.303 0.742
C -0.413 2.704 0.713
C 1.913 -1.280 1.296
C 2.227 -1.343 0.063
C -5.075 1.131 0.448
C 2.022 2.409 0.243
C -3.391 -0.819 0.628
C 3.689 0.360 1.035
C -4.716 -0.373 0.865
C 3.411 1.972 0.947
C -2.466 0.191 0.008
C 0.194 -2.720 0.747
C 0.767 2.088 1.361
C -0.026 -3.224 -2.807
C -4.211 1.785 -0.410
C 2.935 -0.286 1.976
C 1.569 -1.945 -1.141
C -1.947 2.424 -1.221
C 1.852 2.049 -1.123
C -2.952 1.373 -0.583
H -2.389 3.321 -1.035
H -0.001 -2.326 -3.207
H -6.158 1.279 0.588
H -2.092 -3.866 -0.156
H -5.482 -0.837 1.472
H 1.729 1.106 -1.229
H -1.610 -0.067 0.059
H -2.026 1.931 -2.213
H 3.650 2.420 1.763
H 0.702 -2.013 2.828
H 4.058 2.394 0.191
H 2.578 2.183 -1.775
H -0.995 -5.004 0.464
H 0.904 0.764 1.223
H 1.115 2.213 2.279
H -4.579 2.767 -0.311
H 4.901 0.445 1.105
H 1.049 -4.024 -3.124
H 2.585 0.405 2.611
H 3.634 -1.048 2.727
H -0.822 -3.956 -3.404
H -2.364 -4.779 1.337
H -2.941 -1.725 1.172
H 0.514 3.682 -1.471
H -1.356 2.330 1.200
H -0.204 3.632 0.676
H 2.153 3.604 0.267
H 0.141 2.266 -2.475
H 1.883 -1.963 -2.181
```

- energy relative to the best compared isomer or geometry (same formula, charge and spin) (kcal per mole) = 488.0
- orbital gap (Eh) = 0.3201

Atom charges from the Mulliken analysis, given in e for atoms 1 to 8: O -0.482; O -0.727; O -0.324; N 0.212; C -0.142; C -2.045; C -0.448; C 1.311

---

DFT (ωB97M-V with the def2-TZVPD basis set) results for a 2-piece molecular cluster, C24H29OSi overall at a distorted geometry.

```
55
Properties=species:S:1:pos:R:3
Si 0.913 1.754 0.991
O -4.056 4.962 -0.006
C -2.932 4.230 0.220
C 0.783 -1.559 -1.370
C -3.248 -2.866 -0.488
C -2.976 -1.987 -1.545
C -0.662 2.635 0.589
C -0.841 3.813 1.352
C 2.466 2.545 0.367
C -2.184 -3.387 0.251
C -4.667 -3.227 -0.161
C 6.220 -3.266 -0.201
C 0.894 0.799 2.576
C -0.870 -2.994 -0.004
C 3.221 -1.648 -1.846
C 4.797 -2.914 -0.530
C 2.422 -3.044 -0.049
C -1.664 -1.623 -1.828
C -1.959 4.610 1.177
C -4.260 6.164 0.779
C -1.654 2.262 -0.361
C 2.142 -2.191 -1.121
C -0.587 -2.163 -1.092
C 3.735 -3.437 0.205
C 4.525 -2.031 -1.583
C -2.768 3.050 -0.552
H -4.333 5.927 1.853
H -0.027 0.200 2.680
H 5.368 -1.612 -2.148
H -4.694 -3.924 0.683
H 0.784 -1.109 -2.378
H -2.086 5.519 1.772
H 1.648 -3.352 0.640
H -1.540 1.356 -0.944
H 6.247 -3.966 0.643
H -1.472 -0.878 -2.605
H -0.087 -3.296 0.681
H 1.766 0.128 2.644
H 2.356 2.873 -0.680
H -3.810 -1.576 -2.127
H 6.684 -3.740 -1.079
H -0.093 4.105 2.089
H 0.933 1.544 3.384
H 6.830 -2.385 0.057
H -5.267 -2.344 0.100
H 0.792 -0.722 -0.713
H -3.542 2.808 -1.274
H 3.041 -0.870 -2.594
H -3.453 6.895 0.601
H 2.643 3.421 1.006
H -5.144 -3.697 -1.031
H 3.953 -4.118 1.035
H 3.314 1.845 0.442
H -5.213 6.571 0.424
H -2.388 -4.092 1.067
```

- energy relative to the best compared isomer or geometry (same formula, charge and spin) (kcal per mole) = 43.2
- orbital gap (Eh) = 0.2121
- net charge = +1

Atom charges from the Mulliken analysis, given in e for atoms 1 to 8: Si 0.389; O -0.418; C 0.756; C -0.629; C 1.007; C -0.639; C 0.623; C -0.780

---

DFT (ωB97M-V with the def2-TZVPD basis set) results for C24H30AlBCaF9LiN3NaO4S2 as an isolated structure at a distorted geometry.

```
77
Properties=species:S:1:pos:R:3
Ca -7.675 0.023 0.023
S -3.131 -5.294 -4.004
S 3.534 6.333 5.181
Al 6.236 -0.154 -3.026
Na -0.664 1.552 -1.825
F -5.583 -0.446 -4.003
F 5.968 1.171 -4.216
F 6.789 0.547 -1.462
F 7.491 -1.282 -3.656
F -7.037 -2.255 -4.502
F 4.696 -1.051 -2.770
F -7.775 -0.019 -4.808
F 3.513 2.038 -1.972
F -7.461 -0.877 -2.616
O -4.032 -5.763 -7.378
O 3.921 5.148 4.346
O -1.956 1.047 2.566
O -6.243 -5.284 1.081
N -4.541 -5.007 -2.969
N -1.979 -4.039 -3.549
N -5.475 -1.065 0.671
C -2.729 0.248 1.811
C 2.592 3.464 -0.335
C -4.084 -3.790 -2.193
C 1.739 6.283 5.397
C -5.063 -3.069 -1.090
C -1.969 -1.812 -1.710
C -4.484 -1.710 -0.310
C 2.661 -3.501 0.075
C -0.473 -1.297 -2.136
C 4.005 4.263 1.454
C 1.314 -0.570 0.001
C 3.203 -2.365 1.142
C 2.757 4.213 0.829
C -2.963 -1.083 -0.604
C 4.406 -2.588 2.243
C 4.919 2.802 -0.240
C 3.673 2.763 -0.857
C -2.483 0.282 0.181
C 2.501 -0.868 1.104
C 5.087 3.560 0.919
C 3.941 5.942 6.900
C 1.452 -3.174 -1.032
C 0.722 -1.675 -1.078
C -2.586 -3.165 -2.474
B -6.964 -0.900 -3.982
Li -0.364 -0.604 1.388
H -2.943 1.256 -0.328
H 3.152 -4.587 0.117
H 3.564 6.732 7.554
H 3.501 4.982 7.180
H 1.433 7.062 6.099
H 6.059 3.603 1.405
H -0.201 -1.854 -3.155
H 1.632 3.421 -0.838
H 4.902 -1.516 2.408
H 5.178 -3.328 1.761
H -6.155 -3.463 -0.822
H 0.861 0.514 -0.011
H -4.938 -5.419 -7.412
H 4.136 4.851 2.360
H 5.028 5.883 6.994
H -0.538 -0.154 -2.410
H -3.533 -0.409 2.356
H -6.379 -4.324 1.088
H -1.314 0.376 0.025
H 5.746 2.243 -0.665
H 1.113 -4.008 -1.790
H -6.464 -1.181 0.298
H 1.915 4.758 1.250
H -5.570 -5.419 0.397
H 4.035 -2.956 3.295
H -3.822 -5.774 -6.432
H 2.821 0.004 1.848
H 1.434 5.301 5.769
H 1.267 6.464 4.428
H -5.327 -0.031 0.722
```

- orbital gap (Eh) = 0.0682
- net charge = +2

Atom charges from the Mulliken analysis, given in e for atoms 1 to 8: Ca 1.634; S 0.277; S 0.503; Al 0.903; Na 0.884; F -0.390; F -0.488; F -0.496

---

DFT (ωB97M-V with the def2-TZVPD basis set) results for a 4-piece molecular cluster, C24H30BF24INO5P overall at a distorted geometry.

```
87
Properties=species:S:1:pos:R:3
I -5.328 -0.175 3.654
P -3.064 0.716 3.308
F 6.420 6.690 -1.784
F -9.120 -2.666 1.189
F -7.849 -1.958 4.808
F 7.668 8.827 -0.631
F 8.778 2.886 -2.385
F 4.286 1.340 -5.322
F 1.587 -0.681 -3.634
F 7.064 8.172 -3.226
F -11.880 -4.833 1.141
F -11.037 -2.404 0.171
F -7.876 -4.649 5.041
F -7.700 -3.957 2.982
F 4.280 2.723 -2.988
F 7.293 5.070 -0.060
F 1.666 1.380 -5.577
F 5.802 0.687 -3.899
F -9.638 -1.994 3.551
F -11.418 -3.381 2.688
F 8.923 7.046 -0.470
F 2.462 1.523 -3.178
F -0.234 0.312 -5.403
F 8.278 3.159 0.273
F 9.675 4.672 -1.527
F 1.131 -2.073 -5.237
O -3.264 2.031 2.317
O 3.055 -1.040 -5.296
O 8.208 6.310 -3.090
O -10.020 -5.088 2.270
O 3.270 -2.422 0.877
N 1.847 -0.696 1.368
C 1.732 -0.897 -4.957
C 1.058 0.194 -5.784
C 7.863 4.936 -3.022
C 3.799 1.452 -3.014
C 2.246 -1.900 0.681
C -8.964 -2.669 4.507
C 4.462 0.686 -4.155
C -10.871 -4.156 1.731
C 8.495 4.120 -1.880
C -0.355 -0.978 3.997
C 1.217 -2.446 -0.259
C -3.386 -3.041 0.244
C -10.173 -3.322 0.660
C 1.913 -0.934 2.852
C -2.684 -0.719 0.677
C -1.176 -1.585 2.855
C -9.706 -5.005 3.645
C 0.802 -0.123 3.530
C -2.544 -2.073 0.078
C 8.403 7.936 -1.337
C 7.506 7.236 -2.358
C 7.616 3.901 -0.650
C -8.557 -4.058 4.019
C 4.040 -0.780 -4.317
B -2.226 -0.649 2.179
H -2.197 0.024 0.050
H 0.519 0.662 2.843
H 0.573 -3.106 0.297
H -9.586 -2.733 5.404
H 1.839 -1.985 3.067
H -0.494 -2.034 2.148
H -4.438 -2.863 0.368
H -3.071 -4.063 0.261
H -3.742 -0.463 0.660
H 1.252 0.342 4.396
H -2.860 2.769 2.778
H -0.940 -0.425 4.714
H 9.219 8.458 -1.840
H -9.365 -6.004 3.906
H 4.922 -1.306 -4.676
H -10.593 -4.828 4.252
H 0.673 -1.596 -0.626
H 3.792 -1.240 -3.361
H 8.263 4.521 -3.944
H 4.011 0.983 -2.048
H 0.080 -1.802 4.548
H 2.468 0.066 1.140
H -1.742 -2.411 3.282
H -9.822 -3.960 -0.154
H 6.785 4.784 -3.083
H -1.702 -2.245 -0.567
H 1.702 -2.927 -1.089
H 6.697 3.371 -0.917
H 2.878 -0.591 3.182
H 1.102 -0.048 -6.848
```

- SMILES = FC(F)C(F)(F)COC(F)(F)C(F)F.FC(F)C(F)(F)COC(F)(F)C(F)F.FC(F)C(F)(F)COC(F)(F)C(F)F.C=CCB(CCCCNC(C)=O)P(O)I
- orbital gap (Eh) = 0.2882

Atom charges from the Mulliken analysis, given in e for atoms 1 to 8: I 0.014; P -0.255; F -0.276; F -0.185; F -0.226; F -0.258; F -0.313; F -0.288

---

Calculated LUMO level in order - 0.55 -5.14 -10.25 -0.28 eV